Below is C9H10Br15F3O2 as an isolated structure, with properties calculated with ωB97M-V/def2-TZVPD.

Computed properties:
F_max = 1.64 eV/A
Spin multiplicity = 1
Relative energy (zero: lowest compared OMol25 entry of this formula, charge and spin) = 81.5 kJ/mol
M = 1405.731 g mol⁻¹
HOMO-LUMO gap = 9.85 eV

XYZ file:
```
39
Properties=species:S:1:pos:R:3:nbo_charge:R:1
Br -0.66 -3.02 -1.62 0.06
Br -3.28 -4.70 -2.64 0.10
Br 1.41 -4.38 1.69 0.05
Br -0.45 -5.53 -3.81 0.09
Br -6.52 1.45 3.84 0.08
Br -4.60 4.33 -0.30 0.10
Br 4.12 -5.42 3.21 0.05
Br 2.95 4.53 -2.10 0.09
Br 0.52 4.28 -4.19 0.09
Br -4.27 2.78 -3.03 0.06
Br -3.67 0.11 3.74 0.09
Br 3.68 -5.83 0.05 0.12
Br 0.04 5.70 -1.29 0.09
Br -3.91 3.20 2.97 0.08
Br -1.89 2.64 -0.92 0.08
F 3.38 1.84 -0.71 -0.31
F 4.58 0.19 -1.34 -0.30
F 5.04 1.22 0.49 -0.29
O 1.91 0.25 0.52 -0.47
O 3.57 -1.17 0.93 -0.57
C 4.08 0.80 -0.29 0.90
C -3.29 3.78 -1.61 -0.47
C -0.46 -0.32 0.89 -0.62
C 3.37 -4.64 1.52 -0.45
C 3.14 -0.17 0.45 0.70
C -1.38 -4.74 -2.27 -0.47
C -4.80 1.44 2.92 -0.47
C 1.00 -0.52 1.30 -0.09
C 1.00 4.36 -2.29 -0.48
H -0.73 0.74 0.76 0.21
H -1.12 -0.69 1.67 0.23
H 0.72 3.42 -1.83 0.22
H -1.25 -5.37 -1.40 0.22
H -4.98 1.20 1.89 0.22
H 3.85 -3.68 1.46 0.24
H -2.84 4.65 -2.07 0.23
H 1.16 -1.58 1.10 0.21
H -0.62 -0.85 -0.05 0.21
H 1.18 -0.32 2.36 0.19
```

Below is a 2-piece molecular cluster, C9H10BrI overall, with properties calculated with ωB97M-V/def2-TZVPD.

Computed properties:
F_max = 3.08 eV/A
Spin multiplicity = 1
Relative energy (zero: lowest compared OMol25 entry of this formula, charge and spin) = 114.5 kJ/mol
M = 324.987 g mol⁻¹
HOMO-LUMO gap = 7.84 eV

XYZ file:
```
21
Properties=species:S:1:pos:R:3:nbo_charge:R:1
I -1.86 1.00 -3.59 0.10
Br 2.16 2.06 1.05 0.05
C 0.10 0.16 1.06 -0.04
C 0.34 2.55 -2.00 -0.42
C -1.58 -1.66 0.91 -0.20
C -0.58 -2.59 0.52 -0.24
C -1.27 -0.33 1.13 -0.19
C 0.38 1.49 0.91 -0.32
C 1.14 -0.97 1.09 -0.51
C 0.72 -2.27 0.55 -0.14
C -0.10 1.41 -2.47 -0.33
H 1.23 2.65 -1.44 0.22
H 1.56 -2.92 0.32 0.21
H -0.44 2.31 0.98 0.24
H -2.55 -2.12 0.89 0.22
H -0.32 3.47 -2.06 0.21
H -1.89 0.51 1.40 0.21
H 2.18 -0.76 0.75 0.24
H -0.99 -3.53 0.22 0.21
H 0.44 0.45 -2.39 0.21
H 1.32 -0.92 2.16 0.25
```

Below is one molecule with the formula C9H10ClN3, with properties calculated with ωB97M-V/def2-TZVPD.

Computed properties:
F_max = 3.51 eV/A
Spin multiplicity = 1
Relative energy (zero: lowest compared OMol25 entry of this formula, charge and spin) = 251.6 kJ/mol
M = 195.653 g mol⁻¹
HOMO-LUMO gap = 8.87 eV

XYZ file:
```
23
Properties=species:S:1:pos:R:3:nbo_charge:R:1
Cl -1.50 2.02 0.97 -0.05
N 3.77 0.84 0.50 -0.16
N 3.87 -0.34 -0.11 -0.26
N 2.61 1.07 1.00 -0.21
C 0.06 1.90 -1.23 -0.69
C -1.55 -0.02 -0.87 -0.29
C -2.02 -1.01 -0.10 -0.11
C -0.68 1.03 -0.27 0.02
C 0.50 -0.12 1.07 0.05
C -0.27 -1.05 1.63 -0.20
C -1.82 -1.13 1.39 -0.52
C 2.73 -0.93 -0.05 -0.07
C 1.90 -0.01 0.74 -0.02
H -2.03 -0.15 1.89 0.28
H -1.38 -0.11 -1.92 0.22
H 2.62 -2.06 -0.33 0.24
H 4.54 1.47 0.58 0.41
H 0.59 1.39 -2.06 0.24
H 0.53 2.70 -0.56 0.25
H -0.67 2.53 -1.66 0.23
H -2.60 -1.78 -0.50 0.20
H 0.19 -1.89 2.24 0.22
H -2.21 -2.09 1.78 0.23
```

Below is a 2-piece molecular cluster, C9H10ClP overall, with properties calculated with ωB97M-V/def2-TZVPD.

Computed properties:
F_max = 5.73 eV/A
Spin multiplicity = 1
Relative energy (zero: lowest compared OMol25 entry of this formula, charge and spin) = 333.9 kJ/mol
M = 184.606 g mol⁻¹
HOMO-LUMO gap = 7.51 eV

XYZ file:
```
21
Properties=species:S:1:pos:R:3:nbo_charge:R:1
Cl -1.80 2.50 0.67 -0.28
P -0.78 0.89 1.25 0.72
C 2.31 1.94 1.87 -0.49
C 1.75 1.33 0.77 -0.22
C -2.44 -0.93 -1.96 -0.19
C 2.41 0.47 1.78 -0.46
C -0.60 -2.20 -1.28 -0.18
C -0.29 -1.25 -0.30 -0.19
C -1.67 -2.03 -2.10 -0.22
C -2.12 0.05 -0.93 -0.18
C -1.05 -0.13 -0.12 -0.46
H -1.94 -2.81 -2.78 0.21
H -0.04 -3.15 -1.46 0.21
H 3.25 0.00 1.47 0.22
H -2.67 0.94 -0.82 0.21
H 1.50 2.32 2.54 0.23
H 0.57 -1.39 0.32 0.21
H 2.07 1.48 -0.33 0.22
H 1.67 -0.09 2.30 0.22
H 3.07 2.73 1.73 0.23
H -3.17 -0.66 -2.63 0.21
```

> Which of these has the lowest F_max?

C9H10Br15F3O2